--- A ---
The following is a DFT calculation (ωB97M-V/def2-TZVPD) of C5H12N2O2Sn as an isolated structure.

Properties
Spin multiplicity: 1
Net charge: +2

The geometry in XYZ format:
```
22
C5H12N2O2Sn (ωB97M-V/def2-TZVPD)
Sn -26.82 14.39 -6.92
C -26.97 11.05 -4.05
C -26.58 12.56 -4.21
O -27.01 13.27 -5.18
N -25.79 13.04 -3.27
C -25.26 14.41 -3.26
H -26.96 10.73 -3.01
H -26.46 10.44 -4.80
H -28.05 11.05 -4.23
H -25.54 12.45 -2.49
H -25.70 14.85 -2.36
H -25.58 15.02 -4.11
H -24.19 14.23 -3.20
O -27.63 16.17 -7.34
C -27.75 17.35 -7.51
N -28.59 17.82 -8.41
C -27.01 18.44 -6.77
H -29.16 17.10 -8.82
H -28.78 18.81 -8.48
H -26.65 19.13 -7.53
H -26.20 17.95 -6.24
H -27.63 18.89 -6.00
```

=====

--- B ---
The following is a DFT calculation (ωB97M-V/def2-TZVPD) of C5H12N2O2Sn as an isolated structure.

Properties
Spin multiplicity: 1
Net charge: +2

The geometry in XYZ format:
```
22
C5H12N2O2Sn (ωB97M-V/def2-TZVPD)
Sn 22.44 35.49 -8.99
C 26.31 39.74 -11.67
C 26.55 38.97 -10.36
O 25.56 38.39 -9.87
N 27.75 39.11 -9.70
C 28.06 38.38 -8.47
H 27.32 40.05 -11.95
H 25.71 40.62 -11.43
H 25.81 39.11 -12.40
H 28.54 39.62 -10.08
H 28.42 37.37 -8.70
H 27.17 38.28 -7.86
H 28.61 38.93 -7.71
O 25.79 32.90 -8.73
C 26.85 33.04 -8.20
N 26.85 33.75 -7.07
C 28.20 32.61 -8.82
H 27.81 33.82 -6.77
H 26.09 34.24 -6.61
H 28.60 31.66 -8.45
H 28.89 33.45 -8.71
H 28.08 32.60 -9.90
```

=====

A takes first place; second place is 6.137 eV up.